Arrangement w

A molecular structure, ILiNO7S, computed with ωB97M-V/def2-TZVPD.

Values from the calculation:
LUMO energy: 7.303 eV
molar mass: 291.91 u
charge: -3

Geometry (Å):
I 12.31433 6.95369 -0.87790
S 14.97614 6.25426 2.68763
O 13.57087 6.23644 3.13494
O 10.71579 2.04987 -2.55102
O 15.02556 5.52716 1.34466
O 15.40306 7.65632 2.51872
O 11.20461 4.09538 -3.00224
O 11.84167 3.19094 -1.10938
O 15.92943 5.54255 3.57865
N 11.25055 3.15678 -2.21088
Li 13.95225 4.79660 -0.00428


Arrangement x

A molecular structure, ILiNO7S, computed with ωB97M-V/def2-TZVPD.

Values from the calculation:
LUMO energy: 7.043 eV
molar mass: 291.91 u
charge: -3

Geometry (Å):
I -3.97311 -16.10420 17.65895
S -0.54487 -14.37840 19.96037
O -1.08212 -13.56545 21.05812
O -1.15602 -13.97524 18.62397
O 0.92561 -14.19939 19.79617
O -3.02833 -9.58901 18.46830
O -0.86047 -15.81318 20.24235
O -3.36444 -11.64076 19.14885
O -2.25436 -10.27446 20.36356
N -2.86251 -10.50353 19.31554
Li -2.87373 -13.58717 17.94668


What should be chosen as the least stable of them? Choose arrangement x.


Arrangement w

12 unconnected molecules or ions with the total composition H26NO11, computed with ωB97M-V/def2-TZVPD.

Values from the calculation:
LUMO energy: -3.082 eV
molar mass: 216.20 u
charge: +1

Geometry (Å):
O 11.30500 15.93500 12.64800
O 8.29200 12.82800 12.70900
O 7.74700 15.56700 10.70600
O 8.47900 18.31000 12.53900
O 9.75200 12.72800 14.89500
O 8.50300 15.02500 17.22700
O 6.04100 17.70500 14.91400
O 5.51500 13.78200 14.53000
O 12.22600 16.55300 16.42100
O 5.66500 16.62100 12.37700
O 12.43800 13.60800 16.03900
N 8.55700 15.65000 14.09700
H 7.36600 12.51900 13.05000
H 8.30200 16.20200 10.15600
H 6.39700 18.41900 15.24600
H 7.83500 18.75500 12.15100
H 11.62400 16.39600 17.13600
H 8.38000 15.39000 13.09300
H 5.31800 12.86100 14.35900
H 11.58800 13.79800 15.58400
H 12.18400 16.32100 12.61500
H 7.72500 14.46900 17.49500
H 12.31900 15.73400 15.86000
H 5.86200 17.10100 13.12900
H 9.71200 15.38300 14.49500
H 4.92200 16.04800 12.70000
H 12.28200 13.29100 16.93900
H 10.72000 16.44800 12.04500
H 8.49500 12.26800 12.05100
H 9.18100 12.40100 15.66300
H 5.23400 18.04200 15.01500
H 8.24700 16.49900 14.05800
H 9.36500 12.55400 14.08600
H 9.15600 18.86800 12.51200
H 4.89700 14.32100 15.00200
H 7.30100 16.19900 11.31200
H 9.33000 14.82100 17.67600
H 7.89000 14.98600 14.74600


Arrangement x

12 unconnected molecules or ions with the total composition H26NO11, computed with ωB97M-V/def2-TZVPD.

Values from the calculation:
LUMO energy: -3.585 eV
molar mass: 216.20 u
charge: +1

Geometry (Å):
O 2.70398 0.89680 -2.41078
O -3.80621 0.72456 1.19106
O -2.86491 0.44659 -1.26487
O 0.51062 -3.39645 -1.26151
O -1.64853 1.89572 2.36766
O -0.03527 0.59908 -2.64722
O 2.95693 -1.59978 -1.04045
O 2.68404 1.12566 1.27198
O 0.76332 3.38773 -0.16741
O -1.99017 -2.62120 -0.39686
O 1.41585 -0.75945 3.17464
N -0.09483 0.12182 0.45884
H -0.91748 0.44750 0.01878
H 0.12231 0.06612 1.42312
H 0.43729 0.91456 -0.03439
H -0.01208 -0.91941 -0.00721
H -3.58421 0.85670 -1.66892
H -2.05664 -3.46765 -0.91175
H 1.70155 0.88654 -2.71199
H 2.37613 -0.87158 2.55453
H 1.03091 3.89578 0.60315
H 0.41496 3.97395 -0.83640
H -2.23958 -2.76773 0.46385
H 2.92919 0.13675 1.35601
H 3.25037 -1.54016 -0.04607
H -3.05332 0.97347 1.63544
H 2.14527 -2.03650 -1.02658
H -0.26590 -0.13703 -3.17935
H -0.81047 1.31050 -2.93089
H 1.06568 -1.64489 3.54982
H -2.77271 -0.41600 -1.64273
H -1.43141 2.67190 1.98467
H -3.47938 0.62108 0.23781
H -1.72581 1.89762 3.38402
H 2.89925 1.61651 2.14737
H 1.03633 -3.93439 -0.86337
H -0.37344 -3.45103 -0.79723
H 2.71835 0.09629 -1.97674


Arrangement y

12 unconnected molecules or ions with the total composition H26NO11, computed with ωB97M-V/def2-TZVPD.

Values from the calculation:
LUMO energy: -2.818 eV
molar mass: 216.20 u
charge: +1

Geometry (Å):
O 0.09963 -1.16408 3.48176
O 0.11063 3.88392 0.32576
O -3.01837 1.93892 0.17776
O 1.40363 -2.40908 -0.14424
O 0.30663 1.25792 -2.30924
O 3.48063 -0.00108 -0.40924
O -2.21037 -0.86408 1.95176
O 2.30763 -0.45208 -2.77724
O -2.16937 -2.73608 -0.43524
O -1.81437 -0.76608 -2.14624
O 1.78263 1.52492 2.44876
N -0.10237 0.45092 0.33676
H -0.43837 0.73692 -2.61924
H 2.79563 -0.23508 -3.53824
H -2.90537 -0.90308 2.56976
H 2.27163 0.88992 3.01576
H 3.41863 -0.29508 0.47176
H 1.07463 0.71292 -2.55224
H -2.55537 -1.41208 1.25076
H 0.86663 0.37192 -0.02124
H 2.72663 -0.26108 -1.93124
H -2.65237 -0.60408 -2.55424
H -1.34037 -1.44508 -2.65524
H -0.11037 0.77492 1.30076
H -0.50337 -0.50808 0.30876
H -2.55637 2.13792 0.96676
H -0.82837 -1.07108 3.47376
H 2.43163 1.96992 1.89376
H -0.73437 4.07292 0.00576
H -2.85737 -3.34908 -0.56124
H -0.70237 1.09792 -0.19024
H 0.85263 -3.19308 -0.30124
H 0.32863 -0.37708 3.89776
H 0.56063 3.62992 -0.47524
H 2.02463 -2.23808 -0.82124
H 4.39763 -0.13708 -0.62824
H -2.08437 -2.32408 -1.31324
H -3.65737 1.29392 0.50576


What should be chosen as the least stable of them? Choose arrangement x.


Arrangement w

3 unconnected molecules or ions with the total composition C3H14NO3S, computed with ωB97M-V/def2-TZVPD.

Values from the calculation:
LUMO energy: -2.908 eV
molar mass: 144.22 u
charge: +1

Geometry (Å):
S 1.36285 -2.43746 0.41909
O 1.41666 3.05541 -0.45436
O -2.02591 -0.22674 -2.40446
O -0.83038 2.01064 1.33018
N 0.57611 0.28857 -0.65964
C -0.08819 -0.10161 0.63061
C -0.24335 -1.61881 0.70494
C -1.29598 0.72590 0.98942
H -2.69716 -0.85381 -2.69980
H 0.74248 1.30917 -0.76976
H 1.50064 -0.13498 -0.69215
H -1.69757 0.24412 1.88405
H 1.94339 3.02635 0.35347
H 0.67934 0.12091 1.36872
H 0.06752 -0.04303 -1.49194
H -2.12206 0.66445 0.27950
H 0.96607 -3.36628 -0.45633
H -1.52256 2.67994 1.20578
H 0.57111 3.48601 -0.30564
H -1.99132 0.40155 -3.13727
H -0.62350 -1.85498 1.69541
H -0.94445 -2.01965 -0.02203


Arrangement x

3 unconnected molecules or ions with the total composition C3H14NO3S, computed with ωB97M-V/def2-TZVPD.

Values from the calculation:
LUMO energy: -3.057 eV
molar mass: 144.22 u
charge: +1

Geometry (Å):
S -0.14315 1.30242 -2.62361
O 1.14203 -2.97960 -1.44183
O 2.77103 -1.17317 1.13266
O -2.39724 -0.14580 1.65147
N 0.24222 -0.01605 1.09525
C -0.12336 1.55894 -0.81720
C -0.71376 0.43895 0.01825
C -1.98549 0.86857 0.76259
H 0.59956 -2.84224 -2.21704
H -2.73347 1.19532 0.04292
H -0.59952 2.52360 -0.62328
H -0.96794 -0.41923 -0.60492
H -1.70615 1.68435 1.44238
H 3.43634 -0.48364 1.06045
H -0.22155 -0.76624 1.61904
H 2.02650 -2.65265 -1.61349
H 0.34327 0.73039 1.78420
H 3.15435 -1.94414 0.70520
H 1.11573 -0.33271 0.64715
H 0.89836 1.78559 -0.49146
H -0.97889 2.31807 -2.88281
H -3.15889 -0.65071 1.35409


What should be chosen as the least stable of them? Choose arrangement x.


Arrangement w

C3H6N4S in the gas phase, computed with ωB97M-V/def2-TZVPD.

Values from the calculation:
structure (SMILES): [H]/N=C(\N)N/N=C\C=S
LUMO energy: -0.727 eV
molar mass: 130.18 u

Geometry (Å):
S 2.21468 2.43540 -1.75055
N -2.07373 -1.05004 0.65034
N 1.38989 -0.60467 0.54800
N -0.81749 1.00605 0.16898
N 0.17718 -1.11649 0.17377
C 1.89333 0.37645 -0.12563
C 1.44592 1.06675 -1.32211
C -0.95100 -0.30056 0.34957
H -2.01164 -1.97636 1.06594
H -2.98573 -0.61860 0.88741
H 0.01149 -2.05485 0.46073
H 0.62947 0.51529 -1.73709
H -1.74420 1.52279 0.31389
H 2.82184 0.79885 0.31675


Arrangement x

C3H6N4S in the gas phase, computed with ωB97M-V/def2-TZVPD.

Values from the calculation:
structure (SMILES): [H]/N=c1\cc(N)[nH]n1S
LUMO energy: 0.572 eV
molar mass: 130.18 u

Geometry (Å):
S 2.59258 -1.10240 -0.02865
N -2.33523 -0.69985 -0.02786
N 1.93910 1.85354 -0.20158
N 1.20255 -0.35253 -0.38213
N -0.07427 -1.14054 -0.40675
C 0.97286 1.04348 -0.15132
C -0.50205 1.07565 -0.04122
C -1.04523 -0.16652 -0.17543
H -1.18894 1.89448 0.26629
H -2.35513 -1.63317 0.47116
H 0.12302 -1.82237 -1.17926
H 2.21299 -1.62164 1.46328
H 1.54811 2.77033 0.15151
H -3.09035 -0.09845 0.24196


Arrangement y

C3H6N4S in the gas phase, computed with ωB97M-V/def2-TZVPD.

Values from the calculation:
structure (SMILES): C=NN/C=N\C=N/S
LUMO energy: 0.218 eV
molar mass: 130.18 u

Geometry (Å):
S 3.08870 -0.34681 -0.35859
N 2.11051 0.89850 0.25054
N 0.24396 -0.55212 0.52992
N -1.74808 0.46953 -0.25285
N -3.07064 0.37468 -0.60683
C -3.83107 -0.34633 0.10135
C -0.99818 -0.56960 0.22608
C 0.90073 0.68927 0.55490
H -1.25902 1.22653 -0.80242
H -3.49153 -0.89388 1.01501
H 0.35116 1.55084 0.96159
H 2.24576 -1.36933 -0.29759
H -4.88623 -0.43302 -0.21504
H -1.55835 -1.50643 0.33644


What should be chosen as the least stable of them? Choose arrangement x.


Arrangement w

6 unconnected molecules or ions with the total composition CH14O5, computed with ωB97M-V/def2-TZVPD.

Values from the calculation:
structure (SMILES): C.O.O.O.O.O
LUMO energy: 0.301 eV
molar mass: 106.12 u

Geometry (Å):
O -2.18821 -0.40548 1.77304
O -2.85256 1.14884 -0.99855
O 4.98673 -3.61518 -3.85983
O -0.30698 -1.82954 -0.88828
O -1.98578 2.75323 3.27482
C 1.56143 1.32365 0.41534
H 1.44225 1.45319 1.48698
H 2.37227 0.55608 -0.03928
H -3.33990 0.33160 -1.20908
H -2.29576 0.22059 1.16212
H -2.10706 1.93486 2.90715
H -0.91955 -1.67301 -0.18452
H -2.72725 1.60731 -1.86321
H -1.03779 3.02709 3.14376
H -2.99317 -0.60963 2.24635
H 1.83771 2.33866 -0.03109
H 5.52784 -3.67204 -3.07479
H 0.56969 1.05955 -0.04894
H 4.13722 -3.38974 -3.49209
H 0.31887 -2.56003 -0.71991


Arrangement x

6 unconnected molecules or ions with the total composition CH14O5, computed with ωB97M-V/def2-TZVPD.

Values from the calculation:
structure (SMILES): C.O.O.O.O.O
LUMO energy: 0.477 eV
molar mass: 106.12 u

Geometry (Å):
O -1.65176 -2.28343 -0.40540
O 0.33205 1.44866 -2.43698
O -2.12980 -0.72543 1.78000
O -1.02262 1.17535 0.23940
O 0.86951 -1.49235 -1.96751
C 1.80817 0.91932 1.70958
H -0.15951 1.45190 0.55082
H -1.02507 -1.76898 0.08779
H 0.24302 0.61197 -2.88741
H -0.08662 -1.62256 -1.82876
H -1.15327 1.44842 -0.67070
H 1.92686 1.85986 2.26685
H 1.37590 0.13117 2.32853
H 0.82018 2.14400 -2.90462
H -2.45890 -1.77917 -0.27725
H 1.31212 1.01822 0.76327
H 1.35565 -2.21748 -1.61609
H -1.71236 -0.05460 1.19634
H -1.50122 -0.86334 2.48804
H 2.85767 0.59848 1.58410


What should be chosen as the least stable of them? Choose arrangement w.